# 1
{
  "formula": "C5H7NO",
  "method": "ωB97M-V/def2-TZVPD",
  "de_lowest_kj_mol": 140.2,
  "homo_energy_ev": -10.15,
  "smiles": "C[C@@H](C#N)CC=O",
  "charge": 0,
  "fmax_ha_per_bohr": 0.0264,
  "symbols": ["C", "C", "C", "N", "C", "C", "O", "H", "H", "H", "H", "H", "H", "H"],
  "positions_angstrom": [[-1.520489, -0.472073, 0.167288], [-0.360820, 0.154576, -0.660414], [-0.415119, 1.617042, -0.533539], [-0.412282, 2.770087, -0.434035], [1.229019, -0.292306, -0.440375], [1.297760, -0.300245, 1.014509], [1.486480, -1.320790, 1.628073], [-1.491662, -0.175847, 1.216120], [-2.512818, -0.183680, -0.219844], [-1.444586, -1.553742, 0.109554], [-0.525189, -0.089448, -1.697363], [1.617220, -1.294541, -0.676529], [1.907569, 0.440775, -0.903196], [1.144915, 0.700190, 1.429756]],
  "forces_ev_per_a": [[0.50, -0.16, -0.04], [0.97, -0.32, -0.53], [0.28, 0.97, -0.09], [-0.08, -1.12, -0.04], [-1.09, 0.03, -0.14], [0.91, -0.10, 0.46], [-0.18, 0.46, 0.55], [0.13, -0.03, -0.04], [0.61, 0.07, -0.08], [-0.02, -0.14, 0.08], [-0.28, 0.08, -0.46], [-1.08, 0.11, -0.81], [-0.57, 0.05, 0.16], [-0.10, 0.11, 0.96]],
  "nbo_charge": [-0.605, -0.313, 0.268, -0.315, -0.491, 0.424, -0.517, 0.224, 0.234, 0.227, 0.257, 0.245, 0.243, 0.119]
}


# 2
{
  "formula": "C5H7NO",
  "method": "ωB97M-V/def2-TZVPD",
  "de_lowest_kj_mol": 209.1,
  "homo_energy_ev": -8.99,
  "charge": 0,
  "fmax_ha_per_bohr": 0.0361,
  "symbols": ["O", "C", "C", "C", "C", "C", "N", "H", "H", "H", "H", "H", "H", "H"],
  "positions_angstrom": [[-0.303432, -0.717484, -2.139418], [0.007493, -0.773954, -0.968524], [-0.763701, -1.463140, 0.057917], [-1.169495, 0.115059, 0.418650], [-0.350198, 1.134147, 0.745924], [1.107680, 0.978665, 0.437011], [1.212158, -0.215401, -0.417657], [-0.136166, -2.184150, 0.640153], [-1.675039, -1.981062, -0.257134], [-2.219576, 0.298857, 0.220451], [-0.706647, 2.074558, 1.185675], [1.723992, 0.915849, 1.346090], [1.475736, 1.871798, -0.104671], [1.801229, -0.058130, -1.216171]],
  "forces_ev_per_a": [[0.59, 0.16, -0.25], [0.87, -0.87, -1.18], [-0.49, 1.55, 0.48], [-0.41, -0.86, 1.59], [-0.20, -0.83, 0.02], [-0.16, -0.27, 0.10], [0.26, -0.10, -0.63], [-0.56, 1.51, 0.37], [0.32, 0.45, -0.27], [-0.10, -0.14, 0.63], [-0.08, -0.33, -0.69], [-0.08, -0.21, -0.16], [-0.31, -0.33, 0.13], [0.35, 0.27, -0.14]],
  "nbo_charge": [-0.599, 0.654, -0.501, -0.179, -0.184, -0.257, -0.673, 0.248, 0.232, 0.225, 0.226, 0.210, 0.210, 0.388]
}


# 3
{
  "formula": "C5H7NO",
  "method": "ωB97M-V/def2-TZVPD",
  "de_lowest_kj_mol": 144.3,
  "homo_energy_ev": -9.76,
  "smiles": "C#C[C@H](C)C(N)=O",
  "charge": 0,
  "fmax_ha_per_bohr": 0.0100,
  "symbols": ["C", "C", "C", "C", "C", "N", "O", "H", "H", "H", "H", "H", "H", "H"],
  "positions_angstrom": [[-0.760826, -2.263299, 0.926396], [-0.489747, -1.124347, 0.640529], [-0.268415, 0.276741, 0.245505], [-1.478124, 0.853934, -0.516977], [1.024598, 0.411254, -0.592799], [2.170585, 0.349343, 0.141433], [1.020641, 0.606358, -1.792178], [-1.013024, -3.268048, 1.190757], [-0.096419, 0.843877, 1.171802], [-2.023571, 1.559753, 0.114007], [-2.167200, 0.063285, -0.819277], [-1.130511, 1.341908, -1.430567], [3.035745, 0.321227, -0.375309], [2.176269, 0.028020, 1.096682]],
  "forces_ev_per_a": [[0.16, 0.48, -0.06], [-0.17, -0.47, 0.01], [0.00, -0.04, 0.03], [-0.10, -0.04, -0.04], [0.00, 0.00, -0.12], [0.08, -0.07, -0.12], [0.03, -0.09, 0.50], [0.10, 0.21, -0.07], [-0.05, -0.03, -0.20], [0.06, -0.07, -0.15], [0.10, 0.06, 0.09], [-0.06, 0.05, 0.22], [-0.05, -0.02, 0.08], [-0.09, 0.02, -0.17]],
  "nbo_charge": [-0.248, 0.006, -0.398, -0.599, 0.697, -0.823, -0.600, 0.242, 0.238, 0.213, 0.224, 0.247, 0.404, 0.398]
}


# 4
{
  "formula": "C5H7NO",
  "method": "ωB97M-V/def2-TZVPD",
  "de_lowest_kj_mol": 499.1,
  "homo_energy_ev": -8.56,
  "charge": 0,
  "fmax_ha_per_bohr": 0.0956,
  "symbols": ["C", "C", "C", "C", "C", "N", "O", "H", "H", "H", "H", "H", "H", "H"],
  "positions_angstrom": [[-2.341529, -1.319816, -0.864495], [-1.264801, -0.911734, -0.471690], [1.087466, -0.204244, -0.656800], [-0.369101, 1.599416, 0.677180], [-0.069884, -0.474678, 0.196910], [2.233767, -0.604819, -0.251695], [0.180281, -1.025675, 1.469996], [-3.244652, -1.402874, -1.344501], [0.913518, 0.027899, -1.730796], [-1.284641, 1.818607, 0.201284], [0.466722, 2.051278, 0.226208], [-0.394895, 1.370878, 1.655335], [3.042570, -0.334326, -0.902620], [1.045174, -0.589907, 1.795683]],
  "forces_ev_per_a": [[2.95, 1.31, 0.74], [-1.43, -0.78, 0.48], [1.34, -2.15, -1.11], [0.05, -3.25, -3.69], [-0.28, 3.16, 1.72], [1.26, 1.58, -0.58], [1.27, 1.15, -0.67], [-1.55, -0.54, -0.64], [-0.23, 0.60, 0.84], [-0.97, 0.37, -0.27], [0.98, 0.69, -0.07], [0.02, -0.28, 3.32], [-1.74, -0.65, 0.91], [-1.69, -1.21, -0.98]],
  "nbo_charge": [-0.175, -0.064, 0.073, -0.528, 0.189, -0.661, -0.677, 0.226, 0.186, 0.199, 0.192, 0.194, 0.349, 0.497]
}